Arrangement one

{
  "formula": "C3H5N3O",
  "method": "ωB97M-V/def2-TZVPD",
  "elements": ["C", "C", "C", "H", "H", "H", "H", "H", "N", "N", "N", "O"],
  "positions_angstrom": [[-0.3242, -1.0248, -0.6401], [-0.4985, -0.9474, 0.8738], [0.5004, 1.1870, 0.8110], [-0.0992, -1.9081, 1.2291], [-1.5883, -0.9230, 1.1547], [0.8683, 2.0515, 1.3410], [0.1900, 2.1393, -0.9807], [0.6367, -0.0876, -2.1481], [0.1819, 0.1742, 1.4959], [0.5634, 1.2657, -0.5722], [0.0565, 0.1427, -1.2993], [-0.4870, -2.0694, -1.2651]],
  "lowdin_charge": [-0.453, -0.135, -0.235, 0.121, 0.139, 0.113, 0.140, 0.170, 0.035, 0.000, 0.060, 0.046],
  "homo_lumo_gap_ev": 10.03
}

Arrangement two

{
  "formula": "C3H5N3O",
  "method": "ωB97M-V/def2-TZVPD",
  "elements": ["C", "C", "C", "H", "H", "H", "H", "H", "N", "N", "N", "O"],
  "positions_angstrom": [[1.9019, 0.0193, 0.2153], [-1.2268, -0.2335, 0.1138], [-0.8357, 1.1050, -0.0168], [3.1607, -0.6531, -0.4009], [1.8418, 1.7845, -0.0017], [1.1809, -0.4810, 2.0236], [-0.4381, -1.8039, -0.5335], [-3.1990, 0.1264, -0.3571], [-0.1306, -1.0232, -0.0148], [-2.4933, -0.6856, -0.0818], [-0.6008, 2.2050, -0.2017], [0.8388, -0.3599, -0.7444]],
  "lowdin_charge": [-0.116, -0.412, -0.227, 0.160, 0.190, 0.229, 0.132, 0.109, -0.052, 0.122, 0.198, -0.332],
  "homo_lumo_gap_ev": 8.52
}

Of them, arrangement one has the highest stability.

Arrangement one

{
  "formula": "C3H5N3O",
  "method": "ωB97M-V/def2-TZVPD",
  "elements": ["N", "C", "C", "N", "C", "O", "N", "H", "H", "H", "H", "H"],
  "positions_angstrom": [[-2.0200, 0.6540, 0.5189], [-0.7333, 0.3051, 0.2265], [0.2721, 0.3072, 1.2255], [1.4099, 0.0002, 0.4020], [0.9822, -0.2313, -0.8370], [1.8420, -0.5766, -1.7932], [-0.3247, -0.1000, -1.0081], [-2.1469, 0.9736, 1.4708], [-2.7615, 0.0684, 0.1709], [-0.2180, -0.6647, 1.5266], [2.3767, 0.0115, 0.6884], [1.3215, -0.7475, -2.5912]],
  "lowdin_charge": [0.126, -0.461, -0.124, 0.078, -0.482, 0.120, 0.165, 0.094, 0.094, 0.120, 0.146, 0.125],
  "homo_lumo_gap_ev": 8.84
}

Arrangement two

{
  "formula": "C3H5N3O",
  "method": "ωB97M-V/def2-TZVPD",
  "elements": ["C", "C", "C", "H", "H", "H", "H", "H", "N", "N", "N", "O"],
  "positions_angstrom": [[-1.7704, -0.8651, 0.2843], [1.2900, 0.7565, 0.0229], [-0.1333, 0.7379, -0.0990], [-2.6362, -0.1524, 0.1617], [-2.1381, -1.7210, -0.3277], [-1.2831, -1.2325, 1.1776], [1.8733, 1.7442, 0.3717], [-0.4400, 2.5099, 0.1381], [-0.4277, -0.5356, -0.2926], [1.7841, -0.3664, 0.2615], [-1.0440, 1.6088, -0.0929], [0.7650, -1.2339, -0.2378]],
  "lowdin_charge": [0.013, -0.100, -0.550, 0.110, 0.088, 0.094, 0.173, 0.096, -0.122, 0.135, 0.111, -0.049],
  "homo_lumo_gap_ev": 9.04
}

Of them, arrangement one has the highest stability.

Arrangement one

{
  "formula": "C3H5N3O",
  "method": "ωB97M-V/def2-TZVPD",
  "elements": ["N", "C", "C", "N", "C", "O", "N", "H", "H", "H", "H", "H"],
  "positions_angstrom": [[-0.1377, 1.7264, 1.5557], [-0.1822, 0.6484, 0.8072], [-1.0164, -0.1196, -1.7665], [-0.4010, -1.1545, -1.2147], [0.5029, -1.1246, -0.0839], [0.7818, -2.1442, 0.4898], [0.9684, 0.1570, 0.2638], [0.6689, 2.2956, 1.7948], [-1.0400, 2.0133, 1.8972], [-1.6754, -0.5545, -2.5532], [-0.5589, -2.1293, -1.4615], [1.9289, 0.2410, 0.6207]],
  "lowdin_charge": [0.080, -0.206, 0.041, -0.042, -0.536, 0.110, 0.064, 0.102, 0.089, 0.009, 0.135, 0.153],
  "homo_lumo_gap_ev": 8.69
}

Arrangement two

{
  "formula": "C3H5N3O",
  "method": "ωB97M-V/def2-TZVPD",
  "elements": ["C", "C", "C", "H", "H", "H", "H", "H", "N", "N", "N", "O"],
  "positions_angstrom": [[-2.9604, -0.5209, -0.0582], [0.0032, 1.0876, 0.0003], [3.0218, -0.5383, 0.0031], [-3.3895, -1.5850, 0.0466], [-3.7245, 0.2606, -0.1136], [0.2858, 2.0643, -0.1416], [2.7092, -1.5952, -0.2676], [4.1124, -0.2315, 0.2882], [-1.7092, -0.3426, 0.1972], [0.7802, 0.0679, -0.0890], [2.1393, 0.3837, 0.0958], [-1.2682, 0.9493, 0.0388]],
  "lowdin_charge": [0.008, -0.249, -0.077, 0.103, 0.076, 0.111, 0.077, 0.090, -0.001, 0.019, -0.108, -0.049],
  "homo_lumo_gap_ev": 9.41
}

Of them, arrangement one has the highest stability.

Arrangement one

{
  "formula": "C3H5N3O",
  "method": "ωB97M-V/def2-TZVPD",
  "elements": ["N", "C", "N", "C", "O", "C", "N", "H", "H", "H", "H", "H"],
  "positions_angstrom": [[-1.9019, -0.6667, 0.9537], [-0.6949, -0.2740, 0.3770], [0.4131, -0.9836, 0.3531], [1.3216, -0.1805, -0.2923], [2.5818, -0.5731, -0.5991], [0.7913, 1.0218, -0.6339], [-0.5327, 0.9424, -0.2074], [-2.1919, -1.6003, 0.6896], [-2.6490, -0.0038, 0.8027], [2.8808, -1.2142, 0.0551], [1.2097, 1.8804, -1.1289], [-1.2280, 1.6515, -0.3695]],
  "lowdin_charge": [0.118, -0.459, 0.158, -0.428, 0.051, -0.052, 0.082, 0.091, 0.080, 0.105, 0.108, 0.146],
  "homo_lumo_gap_ev": 8.43
}

Arrangement two

{
  "formula": "C3H5N3O",
  "method": "ωB97M-V/def2-TZVPD",
  "elements": ["C", "C", "C", "N", "N", "N", "O", "H", "H", "H", "H", "H"],
  "positions_angstrom": [[-0.5310, -0.7725, 0.0408], [0.1551, 0.1590, 1.9919], [0.1665, 0.0937, -2.0725], [0.9066, 0.9673, -0.0608], [-0.3750, -0.3518, 2.9487], [0.1456, 0.0848, -0.5642], [0.7738, 1.0328, 1.3611], [-1.3022, -1.3017, -0.5321], [-0.8717, -0.0711, -2.1947], [0.8812, -0.6225, -2.3569], [0.3600, 1.0350, -2.5391], [-0.3089, -0.2530, 3.9778]],
  "lowdin_charge": [0.048, -0.322, 0.027, 0.023, 0.163, -0.378, 0.041, 0.061, 0.072, 0.081, 0.081, 0.103],
  "homo_lumo_gap_ev": 8.48
}

Of them, arrangement one has the highest stability.

Arrangement one

{
  "formula": "C3H5N3O",
  "method": "ωB97M-V/def2-TZVPD",
  "elements": ["C", "C", "C", "N", "N", "N", "O", "H", "H", "H", "H", "H"],
  "positions_angstrom": [[-2.0104, -0.3352, 0.4303], [-1.1987, 0.6860, 0.0497], [1.6596, -0.3496, 0.0570], [-1.1123, -1.2806, -0.1256], [-0.3927, -0.1791, -0.6912], [2.0777, 0.8760, -0.0965], [2.0095, -1.3996, 0.4448], [-2.9607, -0.5046, 0.8926], [-1.1293, 1.7477, 0.1607], [-1.4310, -1.9789, -0.7879], [1.4727, 1.5624, -0.5125], [3.0156, 1.1555, 0.1787]],
  "lowdin_charge": [-0.144, -0.207, -0.336, -0.061, -0.052, 0.168, 0.142, 0.076, 0.071, 0.108, 0.104, 0.131],
  "homo_lumo_gap_ev": [7.81, 7.80]
}

Arrangement two

{
  "formula": "C3H5N3O",
  "method": "ωB97M-V/def2-TZVPD",
  "elements": ["N", "C", "N", "C", "O", "C", "N", "H", "H", "H", "H", "H"],
  "positions_angstrom": [[-2.0381, -0.8614, 1.0344], [-0.7403, -0.7162, 0.6389], [0.4367, -1.0406, 0.5902], [1.3690, -0.1088, -0.0431], [2.4305, -0.6093, -0.7572], [0.7084, 0.9897, -0.5512], [-0.5999, 1.0651, -0.3613], [-2.5829, -1.5959, 0.5842], [-2.4349, 0.0440, 0.8201], [3.1425, -0.9023, -0.1830], [1.2706, 1.7640, -1.0842], [-0.9617, 1.9715, -0.6879]],
  "lowdin_charge": [0.106, -0.200, 0.170, -0.375, -0.003, -0.213, 0.028, 0.106, 0.092, 0.091, 0.125, 0.073],
  "homo_lumo_gap_ev": 7.86
}

Of them, arrangement two has the highest stability.

Arrangement one

{
  "formula": "C3H5N3O",
  "method": "ωB97M-V/def2-TZVPD",
  "elements": ["C", "C", "C", "H", "H", "H", "H", "H", "N", "N", "N", "O"],
  "positions_angstrom": [[-0.4932, -0.6085, -0.0393], [0.7799, -1.2987, 0.0279], [-0.2724, 0.8442, 0.0682], [-2.5616, -0.4492, -0.1521], [-2.1497, -1.5009, 0.8171], [1.3693, -2.6121, -0.0861], [2.6111, -0.5463, -0.5219], [1.6802, 1.7940, 0.6952], [-1.7256, -1.2165, -0.0854], [1.7476, -0.2914, 0.1075], [1.1055, 0.9475, -0.1412], [-1.1159, 1.7019, -0.0325]],
  "lowdin_charge": [-0.312, -0.046, -0.513, 0.152, 0.085, 0.226, 0.170, 0.285, 0.024, -0.138, 0.017, 0.051],
  "homo_lumo_gap_ev": 8.51
}

Arrangement two

{
  "formula": "C3H5N3O",
  "method": "ωB97M-V/def2-TZVPD",
  "elements": ["O", "C", "C", "N", "N", "C", "N", "H", "H", "H", "H", "H"],
  "positions_angstrom": [[-2.1195, 1.0750, 0.2074], [-1.7971, -0.2631, -0.0372], [-0.2459, -0.3770, 0.0266], [0.4783, 0.5249, -0.6639], [1.7599, 0.3355, -0.2828], [2.0707, -0.6253, 0.5304], [0.2330, -1.2467, 0.8384], [-1.5297, 1.5812, -0.3692], [-2.0848, -0.6041, -1.0403], [-2.3559, -0.8637, 0.7003], [2.4001, 1.0463, -0.6475], [3.1910, -0.5831, 0.7377]],
  "lowdin_charge": [-0.061, -0.207, -0.502, 0.034, -0.107, 0.065, 0.205, 0.073, 0.114, 0.124, 0.161, 0.102],
  "homo_lumo_gap_ev": 9.62
}

Of them, arrangement two has the highest stability.

Arrangement one

{
  "formula": "C3H5N3O",
  "method": "ωB97M-V/def2-TZVPD",
  "elements": ["C", "C", "C", "H", "H", "H", "H", "H", "N", "N", "N", "O"],
  "positions_angstrom": [[0.0354, 0.8387, 0.0831], [1.4642, 0.6355, -0.0906], [-0.2799, -1.2930, -0.1885], [-2.3240, -0.3489, 0.9467], [0.1635, 1.9422, -0.5401], [-0.4070, 0.9291, 1.1632], [2.3523, 1.4129, -0.2286], [-0.9784, -2.0663, -0.1366], [-0.8049, -0.1088, -0.7311], [1.9676, -0.4571, -0.2755], [1.0169, -1.4279, 0.1112], [-2.2056, -0.0564, -0.1132]],
  "lowdin_charge": [-0.182, -0.277, -0.180, 0.182, 0.183, 0.153, 0.154, 0.102, -0.064, 0.034, 0.037, -0.141],
  "homo_lumo_gap_ev": 9.75
}

Arrangement two

{
  "formula": "C3H5N3O",
  "method": "ωB97M-V/def2-TZVPD",
  "elements": ["N", "C", "N", "C", "O", "C", "N", "H", "H", "H", "H", "H"],
  "positions_angstrom": [[-1.7764, -0.9095, 0.8369], [-0.6092, -1.4617, 1.2059], [0.4071, -1.8965, 1.5549], [1.6000, 0.4212, -0.0642], [1.7530, -0.6390, -0.8006], [0.6751, 1.3903, -0.6761], [-0.5742, 1.4326, -0.4015], [-2.3672, -1.5286, 0.2975], [-1.6219, 0.0193, 0.4166], [2.3222, -1.2617, -0.3132], [1.1938, 2.1687, -1.2570], [-1.0024, 2.2650, -0.7992]],
  "lowdin_charge": [0.084, -0.393, 0.120, -0.074, 0.025, -0.246, 0.064, 0.096, 0.041, 0.110, 0.114, 0.058],
  "homo_lumo_gap_ev": 9.33
}

Of them, arrangement two has the highest stability.

Arrangement one

{
  "formula": "C3H5N3O",
  "method": "ωB97M-V/def2-TZVPD",
  "elements": ["C", "C", "C", "N", "N", "N", "O", "H", "H", "H", "H", "H"],
  "positions_angstrom": [[-1.5600, -1.0616, -0.5271], [-1.2617, -1.9420, 0.5301], [-0.4300, -0.3211, -0.5990], [-0.0601, -1.7546, 0.9422], [0.3858, -0.6074, 0.3588], [1.4622, 2.2826, -0.0906], [0.7292, 2.0469, -1.1276], [-2.3816, -0.9677, -1.2210], [-1.6156, -2.9118, 0.8052], [1.1764, -0.0587, 0.5635], [1.0573, 2.9777, 0.6771], [2.4982, 2.3179, -0.3118]],
  "lowdin_charge": [-0.091, -0.205, -0.038, 0.020, -0.023, -0.102, -0.138, 0.083, 0.098, 0.106, 0.164, 0.127],
  "homo_lumo_gap_ev": [8.48, 8.77]
}

Arrangement two

{
  "formula": "C3H5N3O",
  "method": "ωB97M-V/def2-TZVPD",
  "elements": ["C", "C", "C", "H", "H", "H", "H", "H", "N", "N", "N", "O"],
  "positions_angstrom": [[0.4699, 1.9940, 0.0146], [-0.3616, -0.0304, -0.0293], [0.4808, -1.9922, 0.0889], [1.5191, 1.4745, 0.0225], [0.3944, 2.5506, -0.8434], [0.5236, 2.6316, 0.8877], [1.2459, -2.8068, 0.0799], [-2.2932, -0.8352, -0.3045], [-0.6518, 1.1737, -0.0971], [0.8726, -0.8208, 0.0107], [-1.3426, -1.0171, 0.1399], [-0.8571, -2.3218, 0.0302]],
  "lowdin_charge": [-0.172, -0.413, -0.215, 0.106, 0.039, 0.072, 0.151, 0.185, 0.034, 0.164, 0.044, 0.005],
  "homo_lumo_gap_ev": 9.71
}

Of them, arrangement two has the highest stability.